C16H9F5N4O7PdS as an isolated structure at a distorted geometry, computed with ωB97M-V/def2-TZVPD.

Calculated values
maximum force	3.17	eV/A
lowest unoccupied orbital energy (alpha / beta)	-7.44 / -9.49	eV
E	-2385.490946	a.u.
HOMO (alpha / beta)	-15.53 / -15.52	eV
ΔE to the lowest compared entry with this formula, charge and spin	0.0	kJ/mol

Structure (ORCA input):
```
! wB97M-V def2-TZVPD RIJCOSX def2/J DEFGRID3
* xyz 2 5
Pd 0.708 -0.675 1.727
C -2.842 0.059 2.389
C -2.429 -0.882 1.311
N -1.160 -1.180 1.114
C -1.108 -2.060 0.061
C -2.350 -2.214 -0.469
N -3.192 -1.473 0.323
C -2.980 -3.045 -1.515
O -2.185 -3.734 -2.321
O -4.197 -3.035 -1.536
C 0.190 -2.546 -0.422
O 0.224 -3.145 -1.510
O 1.245 -2.184 0.201
H -2.387 -0.197 3.368
H -3.948 0.010 2.583
H -2.593 1.125 2.162
H -4.214 -1.461 0.264
H -1.231 -3.707 -2.096
F 3.553 5.007 4.335
C 2.838 3.986 4.021
C 3.258 2.982 3.166
F 4.487 3.012 2.635
C 2.381 2.000 2.875
F 2.708 1.066 1.975
C 1.027 1.873 3.347
O 0.313 0.869 3.034
C 0.614 2.910 4.280
F -0.586 2.903 4.850
C 1.473 3.920 4.515
F 1.181 4.899 5.344
S 1.715 0.610 -1.406
C 1.148 -0.126 -3.189
N 0.842 -1.379 -3.388
C 0.469 -1.781 -4.666
C 0.412 -0.899 -5.694
C 0.764 0.402 -5.340
N 1.148 0.749 -4.078
H 0.950 -2.076 -2.630
H 0.212 -2.868 -4.694
H 0.112 -1.149 -6.669
H 0.731 1.233 -5.986
O 0.573 0.294 -0.531
O 2.126 1.907 -1.744
*
```